{
  "formula": "C25H26Cl2O20",
  "method": "ωB97M-V/def2-TZVPD",
  "spin_multiplicity": 1,
  "smiles": "O=C1C=C(O)C(=O)C=C1O.O=C1C=C(O)C(=O)C=C1O.O=C1C=C(O)C(=O)C=C1O.O=C1C=C(O)C(=O)C=C1O.ClCCl.O.O.O.O",
  "homo_ev": -9.373,
  "relative_energy_kj_mol": 85.0,
  "symbols": ["C", "C", "C", "O", "C", "C", "C", "O", "O", "O", "H", "H", "H", "H", "C", "C", "C", "O", "C", "C", "C", "O", "O", "O", "H", "H", "H", "H", "C", "C", "C", "O", "C", "C", "C", "O", "O", "O", "H", "H", "H", "H", "C", "C", "C", "O", "C", "C", "C", "O", "O", "O", "H", "H", "H", "H", "O", "H", "H", "O", "H", "H", "O", "H", "H", "O", "H", "H", "C", "Cl", "Cl", "H", "H"],
  "positions_angstrom": [[5.904170, 1.393735, 1.788257], [6.089585, 2.728909, 1.862620], [5.073764, 3.667044, 2.386967], [5.272816, 4.881178, 2.324562], [3.770400, 3.070026, 2.799573], [3.587122, 1.734028, 2.653792], [4.640045, 0.700904, 2.189250], [4.586132, -0.545552, 2.148965], [2.406726, 1.148485, 3.024094], [7.210692, 3.319270, 1.413482], [6.556929, 0.673640, 1.317325], [2.979290, 3.656649, 3.242774], [2.114627, 1.582635, 3.828954], [7.175750, 4.260721, 1.598009], [-6.540730, -0.339678, -2.193642], [-6.644582, 0.242627, -3.419054], [-5.667376, 1.180617, -4.024957], [-5.786519, 1.679328, -5.134971], [-4.580280, 1.509297, -3.103392], [-4.505142, 0.937030, -1.889997], [-5.548045, -0.045245, -1.265608], [-5.421981, -0.553529, -0.122634], [-3.476395, 1.243096, -1.048173], [-7.763332, 0.060117, -4.173330], [-7.269291, -1.080449, -1.898902], [-3.909911, 2.350976, -3.195967], [-3.566536, 0.784533, -0.209610], [-7.779844, 0.584204, -4.977476], [3.514992, 0.367066, -1.129679], [4.331855, 0.167000, -2.193893], [4.269926, -0.987756, -3.142099], [5.018295, -1.306185, -3.996463], [3.124243, -1.893980, -2.812850], [2.368408, -1.705184, -1.654893], [2.504851, -0.576744, -0.705589], [1.890159, -0.395031, 0.352731], [1.304292, -2.474354, -1.409150], [5.249991, 1.107907, -2.542299], [3.678658, 1.246459, -0.524466], [3.028924, -2.780250, -3.422630], [0.659120, -1.941513, -0.938590], [5.639164, 0.871482, -3.387435], [-3.386570, -3.063001, 2.674206], [-2.393527, -2.349560, 2.108494], [-1.577168, -2.901457, 0.988541], [-0.790446, -2.278629, 0.250461], [-1.812207, -4.281926, 0.657185], [-2.835019, -4.982834, 1.198129], [-3.777325, -4.474269, 2.292702], [-4.733961, -4.984705, 2.816603], [-3.156461, -6.247581, 0.819815], [-2.103849, -1.035615, 2.351095], [-4.009029, -2.605640, 3.429032], [-1.267261, -4.805015, -0.114703], [-3.635443, -6.730346, 1.497395], [-1.400915, -0.669011, 1.809724], [1.694275, -1.983314, 2.721055], [2.383920, -1.372268, 2.461733], [1.601077, -2.571956, 1.972026], [-0.485234, 0.461617, 1.132843], [-0.753830, 0.348705, 0.221069], [0.453242, 0.273220, 1.131657], [-0.638392, 0.111581, -1.780756], [-0.108762, 0.809857, -2.165641], [-1.438225, 0.099522, -2.306447], [-0.715505, 2.563975, 3.224398], [-0.880046, 3.113685, 2.458253], [-0.691063, 1.671691, 2.878765], [0.119545, 3.311129, -0.626637], [0.653601, 4.173004, 0.852701], [0.023688, 4.423965, -2.052850], [0.981615, 2.682977, -0.851087], [-0.811686, 2.768685, -0.463367]],
  "atomic_forces_ev_per_a": [[-0.943, -0.546, -0.165], [1.078, -0.627, -0.419], [-1.738, 1.224, -0.012], [0.087, -1.476, 0.308], [1.360, -1.128, -0.331], [-1.261, -1.020, 0.620], [1.413, -0.217, -0.337], [-0.951, 3.345, 0.305], [1.047, -0.058, -0.157], [-0.057, -0.984, 0.005], [0.632, 0.412, 0.033], [0.064, 0.287, -0.176], [-0.640, 0.185, 0.064], [-0.335, 0.558, 0.139], [-2.095, -0.763, -1.615], [-2.162, -0.331, -0.719], [1.473, 1.403, 0.362], [-0.510, -0.825, 0.798], [0.058, 0.113, 0.882], [0.469, -0.450, 2.255], [2.511, -0.518, 1.635], [0.062, 1.832, -2.888], [-0.421, 0.367, -1.275], [0.613, -0.845, 1.396], [-0.329, 0.120, -0.034], [0.166, -0.063, -0.881], [-0.449, -0.443, 0.457], [0.652, 0.368, -0.304], [1.089, 0.278, -0.523], [0.843, 1.959, -0.522], [-3.762, -2.361, 3.017], [2.288, 0.911, -1.877], [-0.295, 0.939, 2.435], [-0.759, -1.205, -2.402], [1.275, 1.482, 0.675], [0.508, -0.980, -1.998], [0.850, -0.473, -0.597], [-0.760, -0.291, 0.892], [-0.018, 0.131, 0.048], [-0.340, 0.044, -0.025], [-0.689, -0.137, 0.780], [0.281, -0.322, -0.337], [-0.142, -0.206, 0.146], [0.790, 2.147, -0.520], [0.986, -0.514, -2.034], [-1.422, 0.019, 1.952], [-1.488, -1.810, 0.332], [-1.166, -1.664, 0.764], [1.735, 3.745, 0.211], [0.404, -1.202, -0.743], [1.179, 0.477, -0.836], [-2.413, -2.309, 1.502], [-0.014, 0.088, 0.068], [0.334, 0.349, -0.095], [-0.440, 0.304, 0.339], [1.184, 0.251, -0.741], [-0.342, -0.230, 0.405], [0.358, 0.291, -0.030], [-0.041, -0.099, -0.218], [-0.532, 0.924, 0.444], [-0.009, -0.180, -0.697], [0.557, -0.305, 0.098], [0.263, -0.126, 0.318], [0.191, 0.237, -0.199], [-0.360, -0.056, -0.100], [0.019, 0.186, 0.668], [0.031, 0.068, -0.135], [-0.064, -0.314, -0.283], [1.133, 0.571, -0.247], [-0.426, -0.046, -0.513], [-0.305, -0.491, 0.671], [-0.478, -0.290, 0.012], [0.169, 0.293, -0.054]]
}